Record 1
Density functional theory data (ωB97M-V with the def2-TZVPD basis set) for a cluster of 2 separate species, H6N2 in total in a non-equilibrium geometry.

The total energy is -3077.086 eV. Its LUMO energy is 0.997 eV. For the HOMO-LUMO gap, the calculation gives 0.3914 Ha. For the max |F|, the calculation gives 1.8 eV/Å. Its SMILES is N.N. For the energy above the lowest of the compared OMol25 structures with the same formula, charge and spin, the calculation gives 14.7 kcal per mole. For the highest occupied orbital energy, the calculation gives -9.65 eV.

Geometry as ORCA input:
```
! RIJCOSX wB97M-V def2-TZVPD def2/J DEFGRID3
* xyz 0 1
N 0.647 0.330 -1.291
H 0.466 1.300 -1.012
H 1.598 0.105 -0.981
H 0.009 -0.260 -0.748
N -0.402 -0.424 1.053
H -0.562 0.559 0.812
H -0.971 -0.625 1.881
H -0.785 -0.985 0.285
*
```

Here are the natural (NBO) charges for atoms 1 to 5, given in e: atom 1 (N): -1.06, atom 2 (H): 0.34, atom 3 (H): 0.36, atom 4 (H): 0.35, atom 5 (N): -1.06

---

Record 2
Density functional theory data (ωB97M-V with the def2-TZVPD basis set) for a structure of composition C22H28BrCaCl3F11N2O8 in a non-equilibrium geometry.

The total energy is -198557.713 eV. Its LUMO energy is -2.286 eV. For the HOMO-LUMO gap, the calculation gives 0.0544 Ha. For the max |F|, the calculation gives 7.8 eV/Å. For the highest occupied orbital energy, the calculation gives -3.77 eV.

Geometry as ORCA input:
```
! RIJCOSX wB97M-V def2-TZVPD def2/J DEFGRID3
* xyz -1 1
C -0.320 -6.539 -1.175
C -0.763 -5.111 -1.507
C -2.255 -4.941 -1.269
N -2.775 -3.621 -1.707
C -2.736 -2.673 -0.619
C -1.621 -1.812 -0.438
C -1.544 -0.918 0.659
C -0.327 -0.063 0.834
C -2.641 -0.819 1.578
O -2.617 0.068 2.556
C -3.695 -1.684 1.374
C -3.789 -2.603 0.316
C -5.053 -3.370 0.418
O -5.523 -4.164 -0.348
N -5.587 -3.015 1.677
C -4.854 -1.880 2.221
O -5.240 -1.365 3.223
H -0.540 -7.191 -2.013
H -0.837 -6.876 -0.284
H 0.746 -6.553 -0.981
H -0.236 -4.455 -0.819
H -0.490 -4.826 -2.523
H -2.831 -5.756 -1.699
H -2.385 -4.979 -0.191
H -2.102 -3.255 -2.369
H -0.816 -1.882 -1.156
H 0.085 0.175 -0.140
H 0.471 -0.579 1.371
H -0.573 0.825 1.401
H -2.334 -0.469 3.372
H -6.571 -2.777 1.666
C 2.411 -1.977 -4.662
C 2.335 -0.532 -4.251
C 3.580 0.267 -4.566
O 3.564 1.276 -3.522
C 2.872 0.722 -2.438
O 2.860 1.230 -1.365
O 2.261 -0.392 -2.800
H 1.470 -2.481 -4.454
H 2.621 -2.060 -5.728
H 3.187 -2.497 -4.101
H 1.443 -0.060 -4.672
H 3.550 0.733 -5.549
H 4.501 -0.308 -4.470
O -3.151 -3.695 4.230
H -2.832 -3.567 5.138
H -3.507 -2.791 3.878
H -3.809 -4.405 4.155
C 3.439 0.644 3.237
Cl 3.004 -0.799 4.158
Cl 5.206 0.680 2.966
Cl 2.543 0.631 1.694
H 3.155 1.551 3.798
C 0.257 6.287 0.905
C 1.496 6.533 1.779
C 2.503 7.603 1.332
F 3.048 7.337 0.120
F 3.511 7.659 2.222
F 2.055 5.328 1.943
F 1.058 6.965 2.994
O 0.393 5.144 0.048
C 0.976 5.240 -1.152
C 2.289 4.440 -1.193
F 3.161 4.850 -0.315
F 2.912 4.628 -2.476
F 1.190 6.506 -1.545
F 0.159 4.665 -2.087
H -0.542 6.018 1.592
H -0.095 7.173 0.380
H 2.023 8.585 1.294
H 2.112 3.359 -1.035
F 1.625 -3.147 4.347
Ca 2.537 3.034 -3.475
F -2.874 -1.826 4.054
Br 3.731 3.268 2.631
F -4.475 1.290 3.535
*
```

Here are the Löwdin charges for atoms 1 to 5, given in e: atom 1 (C): -0.11, atom 2 (C): -0.26, atom 3 (C): -0.22, atom 4 (N): 0.01, atom 5 (C): -0.20

---

Record 3
Density functional theory data (ωB97M-V with the def2-TZVPD basis set) for a cluster of 2 separate species, C3H7Cl3N2P in total in a non-equilibrium geometry.

The total energy is -53051.989 eV. Its LUMO energy is -6.861 eV. For the HOMO-LUMO gap, the calculation gives 0.2648 Ha. For the max |F|, the calculation gives 4.2 eV/Å. For the energy above the lowest of the compared OMol25 structures with the same formula, charge and spin, the calculation gives 63.6 kcal per mole. For the highest occupied orbital energy, the calculation gives -14.07 eV.

Geometry as ORCA input:
```
! RIJCOSX wB97M-V def2-TZVPD def2/J DEFGRID3
* xyz 1 1
C -2.000 -0.476 -0.035
C 0.101 0.581 -0.923
C -0.749 0.766 1.393
N -0.881 0.260 0.077
N -2.343 -1.368 -0.938
P -3.431 -2.383 -1.492
Cl -3.074 -0.117 1.371
Cl -1.910 -2.117 -4.327
Cl -2.751 -4.060 -0.621
H -0.286 1.518 -1.436
H 1.119 0.864 -0.487
H 0.217 -0.219 -1.592
H 0.275 1.242 1.368
H -1.567 1.529 1.647
H -0.916 0.027 2.203
H -2.469 -2.760 -3.118
*
```

Here are the natural (NBO) charges for atoms 1 to 5, given in e: atom 1 (C): 0.54, atom 2 (C): -0.42, atom 3 (C): -0.44, atom 4 (N): -0.35, atom 5 (N): -0.93

---

Copy entry 2 word for word.
Density functional theory data (ωB97M-V with the def2-TZVPD basis set) for a structure of composition C22H28BrCaCl3F11N2O8 in a non-equilibrium geometry.

The total energy is -198557.713 eV. Its LUMO energy is -2.286 eV. For the HOMO-LUMO gap, the calculation gives 0.0544 Ha. For the max |F|, the calculation gives 7.8 eV/Å. For the highest occupied orbital energy, the calculation gives -3.77 eV.

Geometry as ORCA input:
```
! RIJCOSX wB97M-V def2-TZVPD def2/J DEFGRID3
* xyz -1 1
C -0.320 -6.539 -1.175
C -0.763 -5.111 -1.507
C -2.255 -4.941 -1.269
N -2.775 -3.621 -1.707
C -2.736 -2.673 -0.619
C -1.621 -1.812 -0.438
C -1.544 -0.918 0.659
C -0.327 -0.063 0.834
C -2.641 -0.819 1.578
O -2.617 0.068 2.556
C -3.695 -1.684 1.374
C -3.789 -2.603 0.316
C -5.053 -3.370 0.418
O -5.523 -4.164 -0.348
N -5.587 -3.015 1.677
C -4.854 -1.880 2.221
O -5.240 -1.365 3.223
H -0.540 -7.191 -2.013
H -0.837 -6.876 -0.284
H 0.746 -6.553 -0.981
H -0.236 -4.455 -0.819
H -0.490 -4.826 -2.523
H -2.831 -5.756 -1.699
H -2.385 -4.979 -0.191
H -2.102 -3.255 -2.369
H -0.816 -1.882 -1.156
H 0.085 0.175 -0.140
H 0.471 -0.579 1.371
H -0.573 0.825 1.401
H -2.334 -0.469 3.372
H -6.571 -2.777 1.666
C 2.411 -1.977 -4.662
C 2.335 -0.532 -4.251
C 3.580 0.267 -4.566
O 3.564 1.276 -3.522
C 2.872 0.722 -2.438
O 2.860 1.230 -1.365
O 2.261 -0.392 -2.800
H 1.470 -2.481 -4.454
H 2.621 -2.060 -5.728
H 3.187 -2.497 -4.101
H 1.443 -0.060 -4.672
H 3.550 0.733 -5.549
H 4.501 -0.308 -4.470
O -3.151 -3.695 4.230
H -2.832 -3.567 5.138
H -3.507 -2.791 3.878
H -3.809 -4.405 4.155
C 3.439 0.644 3.237
Cl 3.004 -0.799 4.158
Cl 5.206 0.680 2.966
Cl 2.543 0.631 1.694
H 3.155 1.551 3.798
C 0.257 6.287 0.905
C 1.496 6.533 1.779
C 2.503 7.603 1.332
F 3.048 7.337 0.120
F 3.511 7.659 2.222
F 2.055 5.328 1.943
F 1.058 6.965 2.994
O 0.393 5.144 0.048
C 0.976 5.240 -1.152
C 2.289 4.440 -1.193
F 3.161 4.850 -0.315
F 2.912 4.628 -2.476
F 1.190 6.506 -1.545
F 0.159 4.665 -2.087
H -0.542 6.018 1.592
H -0.095 7.173 0.380
H 2.023 8.585 1.294
H 2.112 3.359 -1.035
F 1.625 -3.147 4.347
Ca 2.537 3.034 -3.475
F -2.874 -1.826 4.054
Br 3.731 3.268 2.631
F -4.475 1.290 3.535
*
```

Here are the Löwdin charges for atoms 1 to 5, given in e: atom 1 (C): -0.11, atom 2 (C): -0.26, atom 3 (C): -0.22, atom 4 (N): 0.01, atom 5 (C): -0.20

---

Q: What is the formula in the first record?
A: H6N2

---

Q: Among the records above, which one has the lowest highest occupied orbital energy?
A: C3H7Cl3N2P

---

Q: Number 1 is which compound?
A: H6N2